The following is a DFT calculation (the ωB97M-V functional and the def2-TZVPD basis) of 11 unconnected molecules or ions with the total composition C38H101F6N5O19P.

energy relative to the best compared isomer or geometry (same formula, charge and spin): 0.0 kcal/mol
F_max: 0.027 hartree/bohr
Kohn-Sham gap: 8.007 eV
E_LUMO: 2.05 eV
total charge: -1

```
170
C38H101F6N5O19P the ωB97M-V functional and the def2-TZVPD basis
P 0.32484 0.67369 -0.05025
F 1.33492 0.87193 1.18837
F 0.06193 2.27111 -0.07985
F 1.49939 0.94534 -1.13770
F -0.71082 0.40226 -1.27134
F 0.61039 -0.91549 -0.06044
F -0.88743 0.49314 1.00267
C 4.18195 -7.67322 -3.46290
O 4.99341 -6.54405 -3.55498
C 6.35133 -6.77376 -3.17642
C 6.99949 -5.41260 -3.02689
N 6.30547 -4.61046 -2.03743
C 6.93357 -3.29666 -1.88431
C 6.12498 -2.47004 -0.89707
O 4.89782 -2.15790 -1.49020
C 3.99210 -1.58444 -0.55301
H 3.23913 -7.43475 -3.96404
H 3.92263 -7.90607 -2.42069
H 4.55716 -8.58225 -3.95013
H 6.83409 -7.41656 -3.91655
H 6.33629 -7.23977 -2.17877
H 6.96969 -4.92478 -4.01935
H 8.05526 -5.56878 -2.78530
H 5.35258 -4.51889 -2.37262
H 6.98684 -2.74809 -2.83577
H 7.93190 -3.47459 -1.48113
H 6.68894 -1.56918 -0.60175
H 5.98997 -3.04081 0.03329
H 3.68816 -2.34827 0.16549
H 3.15282 -1.17603 -1.10963
H 4.44577 -0.71915 -0.05451
C 4.15698 5.00592 4.94729
O 3.92183 4.89294 3.58428
C 2.62146 4.43194 3.29778
C 2.50247 4.07352 1.82916
N 2.63489 5.25905 0.98823
C 2.70497 4.93669 -0.43100
C 4.01492 4.34102 -0.85164
O 5.09710 5.16488 -0.46598
C 6.30308 4.62957 -0.86774
H 4.19762 4.00892 5.41567
H 3.41321 5.61163 5.48355
H 5.12798 5.47435 5.11658
H 1.85324 5.19659 3.51667
H 2.35357 3.57833 3.93968
H 1.48524 3.64694 1.73612
H 3.18637 3.27040 1.56181
H 1.76963 5.77545 1.12459
H 2.53474 5.86997 -0.97577
H 1.90945 4.23372 -0.73853
H 4.09146 4.17120 -1.93485
H 4.09756 3.31760 -0.43776
H 7.10707 5.35227 -0.72706
H 6.30886 4.41880 -1.95456
H 6.54045 3.68676 -0.35635
C -8.00219 -2.18739 3.22009
O -7.12200 -1.12575 3.54671
C -6.98716 -0.92565 4.94165
C -6.00975 0.18933 5.23959
N -4.75090 0.08456 4.53899
C -3.89032 1.20273 4.85088
C -2.70466 1.31621 3.92598
O -2.06796 2.51841 4.23891
C -0.90142 2.75754 3.48144
H -7.74805 -3.12443 3.71948
H -7.99812 -2.29377 2.13636
H -9.03067 -1.89868 3.48376
H -6.62474 -1.84844 5.41415
H -7.96804 -0.63662 5.33851
H -5.78894 0.21247 6.30926
H -6.50093 1.14208 4.96396
H -4.86767 -0.15054 3.56523
H -3.55174 1.06365 5.88500
H -4.43295 2.16403 4.83020
H -3.04371 1.27294 2.87687
H -2.03117 0.45216 4.03744
H -0.38562 3.64993 3.84192
H -1.16018 2.94634 2.43279
H -0.17856 1.93428 3.49986
C -5.39087 -0.48027 -7.42130
O -4.55650 0.09681 -6.45324
C -4.46230 1.50275 -6.58238
C -3.41654 2.00594 -5.62755
N -3.68728 1.56771 -4.27181
C -2.62204 1.94564 -3.35426
C -2.56858 3.43474 -3.07904
O -1.73641 4.14544 -3.94764
C -0.38971 4.16921 -3.48080
H -6.37250 0.00152 -7.47876
H -5.56759 -1.51557 -7.12047
H -4.88321 -0.50471 -8.39293
H -5.43770 1.98222 -6.39235
H -4.23817 1.78166 -7.62486
H -3.37973 3.09755 -5.66554
H -2.42828 1.66084 -5.98808
H -3.70896 0.55290 -4.28617
H -1.62509 1.62052 -3.69863
H -2.81773 1.45577 -2.39851
H -2.37442 3.66504 -2.02517
H -3.59660 3.79996 -3.21941
H 0.04524 3.16322 -3.52676
H -0.30828 4.56528 -2.46472
H 0.19650 4.77868 -4.16740
C 2.47708 -5.33453 3.64593
O 1.20546 -5.03660 4.14504
C 1.27500 -4.11669 5.21899
C -0.10117 -3.65270 5.60236
N -0.66798 -2.68704 4.65157
C -0.88246 -3.19842 3.30867
C -1.72422 -4.43820 3.21056
O -3.01782 -4.15615 3.74034
C -3.76495 -5.31374 3.89910
H 3.11649 -5.78187 4.42079
H 2.96968 -4.44215 3.23960
H 2.39775 -6.05847 2.83524
H 1.88756 -3.23710 4.96993
H 1.78095 -4.60242 6.06957
H -0.00627 -3.08689 6.53283
H -0.73369 -4.52759 5.81534
H -1.58936 -2.47829 5.03806
H 0.07636 -3.45318 2.84325
H -1.22165 -2.40528 2.63436
H -1.28082 -5.27089 3.76442
H -1.82690 -4.70261 2.14997
H -4.72832 -5.09081 4.34982
H -3.24877 -6.07440 4.50409
H -3.97971 -5.79851 2.92881
C -3.73732 -1.37108 0.51434
C -5.23247 -1.38604 0.57073
O -5.75884 -0.27808 1.31117
O -3.29006 -0.43394 -0.41218
H -3.36193 -2.38360 0.27920
H -3.37335 -1.19673 1.53670
H -5.51796 -2.33271 1.04876
H -5.66120 -1.40849 -0.43684
H -6.16912 -0.63461 2.11550
H -2.33069 -0.30278 -0.36405
C -1.00349 5.59558 0.18850
C -2.04453 5.28393 1.21773
O -2.89250 6.43584 1.35413
O -0.06930 6.55973 0.66144
H -1.48118 5.92014 -0.74180
H -0.41858 4.69845 -0.01315
H -1.52037 5.03010 2.13737
H -2.61425 4.42742 0.84237
H -3.76425 6.10512 1.58400
H -0.44005 7.44598 0.65758
C 3.06069 2.35372 -3.63177
C 2.20663 1.74502 -4.72014
O 1.91443 2.75101 -5.68504
O 4.32923 2.79799 -4.13087
H 3.23347 1.64929 -2.81680
H 2.49931 3.20215 -3.23476
H 1.33702 1.26625 -4.25781
H 2.75950 0.95371 -5.24489
H 1.72376 2.31373 -6.51698
H 4.91965 2.04048 -4.11963
C 0.12278 -2.80075 -4.90847
C -0.13526 -1.81713 -3.79553
O 1.08228 -1.11585 -3.57872
O 0.91078 -3.88121 -4.48224
H 0.63156 -2.24147 -5.70478
H -0.82753 -3.16080 -5.30096
H -0.50529 -2.31165 -2.89698
H -0.86900 -1.07643 -4.14359
H 1.15145 -0.85701 -2.65363
H 1.71987 -3.50800 -4.11336
O 1.19627 -0.61267 3.60471
H 1.38540 -0.46565 2.66601
H 0.39766 -1.16206 3.62785
```

The following is a DFT calculation (the ωB97M-V functional and the def2-TZVPD basis) of 11 unconnected molecules or ions with the total composition C38H103N5O11.

SMILES string: COC[C@H](C)N.COC[C@H](C)N.COC[C@H](C)N.COC[C@H](C)N.COC[C@H](C)N.CC(C)O.CC(C)O.CC(C)O.CC(C)O.CC(C)O.CC(C)O
energy relative to the best compared isomer or geometry (same formula, charge and spin): 37.1 kcal/mol
F_max: 0.066 hartree/bohr
Kohn-Sham gap: 8.932 eV
E_LUMO: 0.46 eV

```
157
C38H103N5O11 the ωB97M-V functional and the def2-TZVPD basis
C -1.48481 -4.39752 5.31925
C -1.28950 -5.10675 6.65323
C -0.55426 -4.32516 7.70209
O -2.60550 -5.51562 7.18806
H -2.01797 -4.95301 4.56493
H -0.45901 -4.19207 4.96368
H -1.96093 -3.42182 5.44088
H -0.80724 -6.08283 6.52066
H -1.18827 -3.49422 7.92928
H 0.45656 -4.01461 7.41601
H -0.44412 -4.90338 8.62855
H -2.37940 -5.83816 8.04669
C -3.86905 2.93678 -3.00008
C -3.59280 3.86766 -1.83346
C -3.81979 3.32758 -0.45722
O -2.31278 4.34804 -1.90410
H -4.93492 2.73164 -2.97662
H -3.17634 2.08104 -2.82341
H -3.61660 3.46378 -3.94409
H -4.25511 4.72794 -1.97480
H -3.49508 4.00996 0.38303
H -3.35036 2.36430 -0.26836
H -4.90388 3.12190 -0.20202
H -2.13567 5.02613 -1.25720
C 3.73454 -3.53928 -2.95880
C 3.59556 -2.87291 -4.30527
C 2.36819 -2.02343 -4.55749
O 4.83513 -2.13416 -4.67446
H 3.70383 -2.80420 -2.18811
H 4.65823 -4.18893 -2.88544
H 2.90796 -4.25919 -2.76641
H 3.54275 -3.71239 -5.01199
H 2.50259 -1.60070 -5.54539
H 2.28205 -1.12030 -3.92197
H 1.47759 -2.61198 -4.57226
H 4.90343 -1.35102 -4.10678
C -2.65679 0.46668 6.21319
C -1.45516 -0.03809 7.01051
C -0.41410 -0.60755 6.08731
O -0.91687 1.09255 7.70016
H -2.29355 1.32563 5.60628
H -3.51995 0.67083 6.88699
H -3.06082 -0.33761 5.57156
H -1.65142 -0.83264 7.73219
H 0.43231 -0.89020 6.70990
H -0.07051 0.15163 5.39838
H -0.75191 -1.52179 5.58467
H -1.56316 1.37947 8.34534
C 0.05375 5.02590 -4.75442
C 1.03485 4.63502 -3.64540
C 2.07256 5.64796 -3.30367
O 0.36239 4.32490 -2.44108
H -0.79291 4.28816 -4.78416
H 0.43588 5.08691 -5.79490
H -0.41364 5.96967 -4.53568
H 1.55030 3.74707 -4.05486
H 2.63412 5.35797 -2.43788
H 1.50846 6.55157 -3.11842
H 2.71016 5.84046 -4.14216
H -0.57832 4.08191 -2.59001
C -3.27818 -5.43091 2.29810
C -4.72589 -5.48030 2.68766
C -4.95314 -4.98159 4.08491
O -5.45729 -4.73307 1.73107
H -2.87674 -4.45382 2.40879
H -3.24361 -5.79451 1.27304
H -2.67979 -6.18160 2.82956
H -5.02570 -6.55323 2.68817
H -5.98406 -5.11406 4.43736
H -4.55334 -3.94866 4.10845
H -4.39807 -5.57745 4.82542
H -6.41614 -4.93642 1.87405
C 4.45910 2.60852 -2.25444
C 4.07482 1.49541 -3.17481
C 4.35024 1.73149 -4.62102
O 5.66004 2.02855 -4.81648
C 6.10093 2.27524 -6.14409
N 4.63803 0.15757 -2.88229
H 5.56297 2.79661 -2.13164
H 4.01909 2.26415 -1.32135
H 4.09893 3.62182 -2.43300
H 2.95780 1.36080 -3.26041
H 3.79101 2.59464 -4.93627
H 4.11026 0.87074 -5.24098
H 7.06184 2.77016 -6.12835
H 5.38211 2.93901 -6.70883
H 6.13879 1.32787 -6.71701
H 4.37944 -0.23336 -1.96141
H 5.66431 0.23772 -2.85064
C -1.25378 -2.97032 -4.94290
C -2.62386 -3.44035 -5.42355
C -3.52676 -3.68040 -4.24455
O -3.59126 -2.42039 -3.50206
C -4.42009 -2.48821 -2.32386
N -3.24798 -2.43918 -6.29327
H -1.46945 -1.97112 -4.44883
H -0.54773 -2.70635 -5.72280
H -0.69383 -3.64673 -4.32162
H -2.66837 -4.38461 -5.93334
H -3.19654 -4.45418 -3.54360
H -4.57768 -3.90144 -4.53153
H -4.25122 -1.52253 -1.84841
H -4.10167 -3.37961 -1.71783
H -5.40113 -2.68385 -2.69268
H -3.38508 -1.56256 -5.80392
H -4.18261 -2.75425 -6.56742
C -0.37218 3.42845 2.48755
C 0.15469 3.81940 1.08305
C 1.56524 4.34114 1.14520
O 1.51862 5.58685 1.85744
C 2.72005 6.26129 1.69364
N 0.00597 2.65724 0.19227
H -0.00501 4.08951 3.26212
H 0.03906 2.42961 2.72045
H -1.44504 3.40885 2.47806
H -0.41046 4.58081 0.67139
H 1.91924 4.50860 0.13596
H 2.22228 3.62781 1.59119
H 2.66266 7.17013 2.32935
H 2.80253 6.69157 0.69515
H 3.56985 5.62278 2.02667
H 0.32232 1.72314 0.52838
H 0.32181 2.75983 -0.78006
C 2.56912 -1.46155 1.27792
C 2.52837 0.02292 1.48817
C 2.55886 0.26554 3.04157
O 2.38575 1.64756 3.25655
C 2.29423 2.07809 4.60938
N 3.57554 0.75775 0.77465
H 3.52044 -1.89040 1.61810
H 2.45487 -1.81189 0.26818
H 1.68355 -1.93087 1.75167
H 1.59348 0.37380 1.07419
H 3.49060 -0.04448 3.50510
H 1.71329 -0.20192 3.56894
H 1.58195 2.87719 4.68299
H 3.23512 2.23125 5.06391
H 1.82011 1.30015 5.25464
H 4.48517 0.53938 1.12835
H 3.43799 1.75533 0.91206
C 0.53435 -0.20008 -1.93717
C -0.84042 -0.69760 -1.66892
C -1.01331 -1.43619 -0.34331
O -0.59574 -0.60715 0.75591
C -0.98055 -1.03056 2.05576
N -1.69167 0.49034 -1.67507
H 0.57385 0.11223 -2.96658
H 1.31005 -0.97547 -1.78713
H 0.62784 0.57125 -1.23263
H -1.20459 -1.41014 -2.41299
H -0.40954 -2.30568 -0.41355
H -2.10919 -1.74965 -0.19914
H -2.03854 -0.92010 2.25671
H -0.44749 -0.42655 2.79354
H -0.73511 -2.06175 2.24678
H -1.51326 0.93850 -0.82276
H -2.67615 0.27901 -1.70945
```

The following is a DFT calculation (the ωB97M-V functional and the def2-TZVPD basis) of a molecular structure, C38H106O22.

energy relative to the best compared isomer or geometry (same formula, charge and spin): 973.8 kcal/mol
F_max: 0.323 hartree/bohr
Kohn-Sham gap: 7.716 eV
E_LUMO: -0.04 eV

```
166
C38H106O22 the ωB97M-V functional and the def2-TZVPD basis
C -3.55394 16.01583 -27.16681
C -4.71353 16.29651 -28.08987
C -5.56368 15.04657 -28.33709
O -5.56112 17.19784 -27.45769
H -4.01388 15.68065 -26.23718
H -3.03971 16.89901 -26.78778
H -2.90801 15.24131 -27.58032
H -4.32460 16.70070 -29.02448
H -5.21842 14.46496 -29.19185
H -6.55810 15.32153 -28.68873
H -5.70252 14.38826 -27.47950
H -6.29650 17.41280 -28.03613
C -5.29315 12.64739 -21.89817
C -5.60838 14.06890 -22.32038
C -6.77943 14.76271 -21.69726
O -4.44990 14.90566 -22.15106
H -4.78324 12.05121 -22.65493
H -6.17441 12.08878 -21.58281
H -4.57721 12.62141 -21.07668
H -5.82029 14.03029 -23.38889
H -6.92966 15.75630 -22.11953
H -6.66450 14.82795 -20.61531
H -7.73524 14.27782 -21.89584
H -4.59510 15.48818 -21.40194
C -0.98021 11.81074 -29.07298
C -1.98023 10.74738 -29.56024
C -1.37722 9.50837 -30.17563
O -2.85722 10.39643 -28.50836
H -0.38043 12.27089 -29.85822
H -0.11971 11.38091 -28.56026
H -1.30092 12.61331 -28.40882
H -2.64397 11.17314 -30.31275
H -1.16291 9.78461 -31.20805
H -2.20107 8.81668 -30.35153
H -0.57413 8.95899 -29.68440
H -2.31437 10.10706 -27.77135
C -0.77343 16.01812 -26.23345
C -0.05287 15.17560 -27.26446
C -1.03934 14.26183 -27.95998
O 0.46814 16.09205 -28.19423
H -0.85983 15.48361 -25.28743
H -1.74643 16.28587 -26.64539
H -0.30607 16.93265 -25.86833
H 0.74935 14.54947 -26.87395
H -1.55043 13.57556 -27.28478
H -0.60049 13.54596 -28.65502
H -1.84552 14.83308 -28.42024
H -0.26514 16.36466 -28.75066
C -6.35681 7.94933 -25.27279
C -5.10498 8.70202 -25.66561
C -5.41324 10.18868 -25.67294
O -4.18221 8.41469 -24.73606
H -6.29314 6.86499 -25.18193
H -7.23631 8.12187 -25.89312
H -6.64600 8.28570 -24.27713
H -4.81957 8.25011 -26.61557
H -5.64471 10.44780 -24.63981
H -6.19767 10.39838 -26.40014
H -4.50123 10.73848 -25.90544
H -4.17956 7.49723 -24.45346
C -3.62661 12.18106 -24.57245
C -3.65662 13.14714 -25.77980
C -3.73704 12.42417 -27.19072
O -4.72919 14.00230 -25.50685
H -2.98116 11.33135 -24.79491
H -4.63405 11.82222 -24.36171
H -3.23006 12.70289 -23.70151
H -2.77293 13.78283 -25.83556
H -2.81771 11.89390 -27.43923
H -3.96027 13.15477 -27.96822
H -4.53524 11.68575 -27.11514
H -4.56557 14.46014 -24.67907
C 0.05750 14.17240 -23.26455
C -0.60448 12.86853 -23.81627
C -0.84008 12.87935 -25.30954
O 0.16613 11.74112 -23.53303
H 1.01560 14.30458 -23.76720
H 0.34045 14.17710 -22.21193
H -0.50683 15.07101 -23.51382
H -1.56013 12.74768 -23.30614
H -1.47892 13.70551 -25.62169
H -1.29498 11.93714 -25.61516
H 0.04086 12.97138 -25.94483
H -0.45574 11.02798 -23.69526
C -2.93802 13.84385 -29.79363
C -4.17692 13.82360 -30.68363
C -4.22433 15.04316 -31.71268
O -3.96786 12.70050 -31.47577
H -2.92180 12.98426 -29.12360
H -2.90351 14.72128 -29.14785
H -2.05782 13.89448 -30.43455
H -5.11740 13.65021 -30.16060
H -5.19580 15.06572 -32.20648
H -3.39466 15.09234 -32.41790
H -4.26032 16.00899 -31.20872
H -3.11873 12.73654 -31.92219
C -0.86119 9.64760 -22.83841
C -0.34481 8.57348 -23.86959
O -1.43167 7.68658 -24.21205
O -1.47921 10.81538 -23.48261
H -0.06540 10.09921 -22.24607
H -1.43435 9.16459 -22.04702
H 0.53808 8.01725 -23.55460
H -0.04325 9.08025 -24.78629
H -1.39624 7.55241 -25.16197
H -2.40628 10.56627 -23.47289
C -5.32486 9.67469 -28.47234
C -5.24022 10.63354 -29.64873
O -4.65944 11.86751 -29.31430
O -4.21571 8.88668 -28.34653
H -6.21489 9.04564 -28.45704
H -5.43276 10.21153 -27.52986
H -6.29997 10.68494 -29.89852
H -4.74520 10.24161 -30.53725
H -3.72962 11.72027 -29.50237
H -3.44198 9.45497 -28.34524
C -6.42084 12.38761 -27.34174
C -7.76369 12.65760 -28.09500
O -8.81935 12.11922 -27.40171
O -6.44131 13.05473 -26.08310
H -5.63393 12.81004 -27.96659
H -6.17611 11.32932 -27.25094
H -7.73931 12.29045 -29.12102
H -7.89620 13.73280 -28.21527
H -8.70231 12.26554 -26.46017
H -5.55881 13.41823 -25.97990
C -4.58056 9.53359 -21.70214
C -4.11317 10.45092 -22.89736
O -3.10727 9.90614 -23.74200
O -5.17331 8.33025 -22.20797
H -5.24274 10.08757 -21.03676
H -3.73348 9.24957 -21.07773
H -3.69387 11.31835 -22.38760
H -4.91722 10.71770 -23.58324
H -3.51864 9.27114 -24.33288
H -4.45973 7.79048 -22.55586
C -2.60692 16.69226 -23.08670
C -3.34606 15.96003 -24.19855
O -3.77678 14.63453 -23.91861
O -2.34730 18.05406 -23.47154
H -1.68611 16.11217 -23.02572
H -2.99282 16.60441 -22.07109
H -2.68167 15.99063 -25.06211
H -4.21293 16.58246 -24.42044
H -4.28193 14.65427 -23.10250
H -3.14101 18.47679 -23.80758
C -2.25315 8.35299 -26.39897
C -2.03245 9.86302 -26.07361
O -1.21506 10.57283 -27.01346
O -1.05831 7.63074 -26.17782
H -2.64503 8.30195 -27.41481
H -3.10530 8.12768 -25.75772
H -1.70089 10.05997 -25.05410
H -2.95585 10.44110 -26.03820
H -0.28995 10.34012 -26.90564
H -0.53085 7.72476 -26.97440
C -7.81544 15.40640 -24.37153
C -6.46114 15.63463 -25.08351
O -6.55668 16.54761 -26.13311
O -8.13317 16.58187 -23.63900
H -7.98294 14.55189 -23.71590
H -8.64244 15.31063 -25.07509
H -6.18387 14.68438 -25.53987
H -5.62458 15.88657 -24.43174
H -5.84092 16.49678 -26.77083
H -8.97001 16.42682 -23.19487
```